Formula: C48H65N5O12P
Source: OMol25
Level of theory: wB97M-V/def2-TZVPD

Output
E, eV: -92122.7746
HOMO level, eV: -3.3
Gap between HOMO and LUMO, eV: 3.1

```
! RIJCOSX wB97M-V def2-TZVPD def2/J DEFGRID3
* xyz -1 1
C -1.956 -4.387 -5.118
C -2.281 -3.824 -6.520
C -2.588 -2.326 -6.369
C -2.799 -1.580 -7.685
C -2.593 -0.046 -7.490
C -3.180 0.391 -6.145
C -3.484 1.912 -6.032
C -4.664 2.121 -5.067
C -4.377 3.057 -3.868
C -4.344 2.321 -2.509
C -4.994 3.138 -1.385
C -3.977 4.075 -0.700
P -3.336 3.328 0.948
C -3.196 5.094 1.727
C -2.548 5.084 3.111
C -3.499 4.489 4.176
C -2.950 3.344 4.993
O -3.522 2.978 5.954
O -1.777 2.719 4.658
C -0.639 3.362 5.262
C 0.454 3.623 4.225
H -1.410 -3.611 -4.583
H -2.869 -4.550 -4.553
H -1.305 -5.256 -5.153
H -1.458 -4.032 -7.199
H -3.205 -4.294 -6.857
H -1.721 -1.879 -5.885
H -3.448 -2.254 -5.718
H -3.851 -1.677 -7.975
H -2.205 -1.976 -8.508
H -1.525 0.167 -7.536
H -3.124 0.455 -8.299
H -2.532 0.147 -5.315
H -4.130 -0.128 -6.042
H -2.569 2.384 -5.680
H -3.701 2.276 -7.035
H -5.038 1.188 -4.662
H -5.488 2.530 -5.652
H -5.210 3.757 -3.792
H -3.471 3.643 -3.997
H -3.314 2.138 -2.201
H -4.836 1.352 -2.592
H -5.311 2.427 -0.615
H -5.882 3.668 -1.734
H -4.519 4.991 -0.451
H -3.157 4.291 -1.388
H -1.921 3.446 0.493
H -2.845 2.759 2.218
H -4.716 3.170 1.462
H -3.362 1.972 0.373
H -4.208 5.506 1.834
H -2.602 5.750 1.084
H -2.310 6.106 3.424
H -1.617 4.524 3.076
H -4.388 4.147 3.653
H -3.810 5.240 4.897
H -0.965 4.292 5.726
H -0.247 2.671 6.005
H 0.274 3.003 3.354
H 1.431 3.371 4.630
H 0.417 4.653 3.884
C -8.863 -2.739 -9.777
C -7.906 -3.479 -9.096
C -7.315 -2.965 -7.953
C -7.696 -1.713 -7.504
C -8.642 -0.961 -8.175
C -9.228 -1.480 -9.319
N -7.085 -1.174 -6.278
O -6.241 -1.857 -5.726
O -7.461 -0.083 -5.893
H -9.327 -3.145 -10.667
H -7.622 -4.459 -9.455
H -6.570 -3.540 -7.423
H -8.927 0.017 -7.817
H -9.971 -0.903 -9.852
C -2.784 3.601 10.245
C -2.910 3.136 11.548
C -2.735 1.791 11.825
C -2.430 0.926 10.788
C -2.308 1.373 9.484
C -2.487 2.720 9.214
N -2.220 -0.499 11.086
O -2.354 -0.861 12.244
O -1.921 -1.234 10.164
H -2.917 4.654 10.032
H -3.143 3.825 12.349
H -2.833 1.431 12.838
H -2.076 0.690 8.680
H -2.396 3.082 8.198
C 3.121 -1.233 -0.907
C 3.196 -0.293 -1.926
C 2.110 -0.083 -2.761
C 0.956 -0.818 -2.559
C 0.866 -1.763 -1.553
C 1.958 -1.970 -0.725
N -0.208 -0.582 -3.426
O -0.093 0.242 -4.319
O -1.216 -1.226 -3.204
H 3.964 -1.389 -0.258
H 4.103 0.279 -2.068
H 2.169 0.650 -3.553
H -0.039 -2.334 -1.407
H 1.902 -2.704 0.068
C 9.165 -3.311 2.999
C 9.209 -2.367 1.980
C 8.109 -2.179 1.159
C 6.974 -2.941 1.372
C 6.917 -3.890 2.378
C 8.022 -4.073 3.194
N 5.797 -2.729 0.518
O 5.886 -1.897 -0.373
O 4.803 -3.391 0.751
H 10.020 -3.453 3.643
H 10.101 -1.774 1.829
H 8.144 -1.445 0.367
H 6.027 -4.482 2.533
H 7.992 -4.809 3.986
C 15.645 -2.242 5.241
C 14.473 -1.867 5.884
C 13.311 -2.595 5.689
C 13.341 -3.695 4.851
C 14.499 -4.077 4.197
C 15.656 -3.343 4.395
N 12.115 -4.484 4.658
O 11.104 -4.108 5.233
O 12.176 -5.463 3.940
H 16.553 -1.674 5.399
H 14.466 -1.008 6.541
H 12.400 -2.303 6.190
H 14.509 -4.936 3.541
H 16.569 -3.631 3.892
*
```

Formula: C33H38N3O2SSiSr
Source: OMol25
Level of theory: wB97M-V/def2-TZVPD

Output
E, eV: -62957.9090
HOMO level, eV: -4.0
Gap between HOMO and LUMO, eV: 6.5
Relative energy (zero: lowest compared OMol25 entry of this formula, charge and spin), kcal per mole: 0.00

```
! RIJCOSX wB97M-V def2-TZVPD def2/J DEFGRID3
* xyz -1 1
Sr 1.026 0.176 -0.448
C -1.305 3.432 1.824
C 0.164 3.729 1.882
C 0.615 5.043 1.885
C 1.969 5.340 1.899
C 2.888 4.305 1.900
C 2.471 2.980 1.895
C 3.484 1.868 1.874
C 1.100 2.682 1.900
N 0.709 1.331 1.809
C -0.026 0.808 2.787
O -0.420 1.338 3.835
C -0.377 -0.647 2.576
C -0.649 -1.457 3.671
C -0.882 -2.802 3.462
C -0.839 -3.309 2.181
C -0.572 -2.445 1.129
N -0.387 -1.139 1.337
C -0.432 -2.986 -0.273
O -0.910 -4.100 -0.524
N 0.278 -2.204 -1.079
C 0.424 -2.544 -2.433
C -0.676 -2.667 -3.303
C -2.082 -2.522 -2.798
C -0.445 -2.871 -4.660
C 0.837 -2.955 -5.175
C 1.918 -2.828 -4.315
C 1.728 -2.618 -2.956
C 2.919 -2.467 -2.049
H -1.877 4.351 1.684
H -1.634 2.939 2.740
H -1.520 2.756 0.994
H -0.113 5.847 1.869
H 2.303 6.370 1.900
H 3.951 4.523 1.900
H 4.486 2.256 2.062
H 3.518 1.379 0.893
H 3.256 1.104 2.617
H -0.666 -1.006 4.653
H -1.085 -3.457 4.301
H -1.006 -4.354 1.960
H -2.166 -1.650 -2.146
H -2.374 -3.394 -2.212
H -2.774 -2.394 -3.632
H -1.300 -2.952 -5.325
H 0.993 -3.104 -6.236
H 2.929 -2.884 -4.703
H 3.826 -2.804 -2.552
H 2.794 -3.034 -1.126
H 3.099 -1.415 -1.788
C 3.159 3.528 -2.612
Si 2.443 1.763 -2.817
C 3.739 0.907 -3.946
C 0.990 1.984 -4.062
C 0.590 3.210 -4.604
C -0.500 3.309 -5.462
C -1.226 2.176 -5.806
C -0.852 0.946 -5.280
C 0.234 0.861 -4.420
H 3.465 3.976 -3.564
H 4.038 3.497 -1.963
H 2.441 4.198 -2.130
H 3.987 1.516 -4.823
H 3.363 -0.056 -4.303
H 4.664 0.714 -3.394
H 1.134 4.113 -4.346
H -0.783 4.276 -5.864
H -2.076 2.251 -6.473
H -1.407 0.048 -5.529
H 0.495 -0.115 -4.015
C -3.144 0.881 -0.229
S -1.792 1.015 -1.405
C -2.315 2.415 -2.401
H -3.303 1.827 0.288
H -2.858 0.124 0.500
H -4.058 0.570 -0.734
H -3.238 2.179 -2.928
H -1.528 2.603 -3.130
H -2.451 3.300 -1.778
*
```

Formula: C16H18N6O4SSbSe4Sn
Source: OMol25
Level of theory: wB97M-V/def2-TZVPD

Output
E, eV: -318609.6000
HOMO level, eV: -4.5
Gap between HOMO and LUMO, eV: 6.4
Relative energy (zero: lowest compared OMol25 entry of this formula, charge and spin), kcal per mole: 6.23

```
! RIJCOSX wB97M-V def2-TZVPD def2/J DEFGRID3
* xyz -1 1
Sn 0.252 -1.107 0.884
N 0.431 -4.284 4.355
C 0.193 -3.219 3.561
S 1.509 -2.695 2.567
N -0.985 -2.650 3.710
N -1.340 -1.716 2.833
C -2.387 -1.032 3.153
C -3.061 -0.112 2.255
C -3.995 0.801 2.761
C -4.611 1.691 1.906
C -4.341 1.616 0.547
C -3.463 0.635 0.117
N -2.821 -0.189 0.937
H 1.218 -4.853 4.100
H -0.383 -4.777 4.688
H -2.810 -1.173 4.146
H -4.209 0.803 3.822
H -5.305 2.431 2.285
H -4.797 2.292 -0.163
H -3.254 0.500 -0.936
Se -1.845 -6.368 2.488
Sb -2.177 -5.638 0.233
Se 0.902 -4.414 -1.113
Se -0.911 -3.184 -0.349
Se -0.113 -6.562 -1.103
O 1.099 5.963 0.046
C 2.167 5.253 -0.565
N 1.702 3.964 -0.961
C 1.587 3.595 -2.268
O 1.877 4.335 -3.193
C 1.122 2.195 -2.493
C 1.458 1.569 -3.688
C 1.051 0.267 -3.908
C 0.305 -0.366 -2.922
N -0.046 0.234 -1.792
C 0.361 1.477 -1.583
H 1.354 6.885 0.142
H 2.992 5.133 0.146
H 2.521 5.754 -1.465
H 1.479 3.306 -0.234
H 2.044 2.113 -4.418
H 1.318 -0.256 -4.816
H -0.020 -1.396 -3.035
H 0.033 1.911 -0.641
C 3.897 -1.426 -1.853
C 2.797 -0.965 -0.909
O 2.818 0.169 -0.415
O 1.893 -1.850 -0.671
H 4.667 -1.912 -1.252
H 4.336 -0.586 -2.387
H 3.489 -2.160 -2.548
*
```

Formula: C20H33N6O3PW
Source: OMol25
Level of theory: wB97M-V/def2-TZVPD

Output
E, eV: -47426.4217
Expectation value of S²: 2.45
HOMO level (alpha / beta), eV: -19.2 / -19.1
Gap between HOMO and LUMO (alpha / beta), eV: 2.3 / 2.7
Relative energy (zero: lowest compared OMol25 entry of this formula, charge and spin), kcal per mole: 35.91

```
! RIJCOSX wB97M-V def2-TZVPD def2/J DEFGRID3
* xyz 4 3
N -1.843 -2.259 0.870
C -2.522 -1.861 1.735
C -3.350 -1.353 2.809
H -2.780 -1.412 3.766
H -4.272 -1.975 2.877
H -3.627 -0.293 2.606
N 1.366 -2.016 -3.957
C 0.593 -1.829 -4.806
C -0.138 -1.496 -6.025
H -0.986 -2.185 -6.172
H 0.572 -1.564 -6.873
H -0.534 -0.471 -5.965
N 2.318 -1.346 3.005
C 3.443 -1.526 2.790
C 4.879 -1.748 2.626
H 5.314 -0.977 1.974
H 5.089 -2.730 2.173
H 5.387 -1.697 3.607
W -0.544 -3.261 -0.622
C 0.721 -1.649 -0.641
O 1.481 -0.773 -0.511
C -1.677 -1.969 -1.943
O -2.176 -0.984 -2.373
C -1.572 -5.111 -0.527
C -0.837 -4.864 0.673
C 0.568 -4.650 0.568
C 1.170 -4.469 -0.693
C 0.406 -4.646 -1.857
C -0.944 -5.000 -1.776
H -2.633 -5.359 -0.521
H -1.352 -4.811 1.629
H 1.195 -4.526 1.473
H 2.217 -4.157 -0.826
H 0.847 -4.481 -2.839
H -1.495 -5.152 -2.698
C 1.941 2.050 2.023
N 0.901 2.996 1.624
C 0.830 4.176 2.477
P -0.344 2.496 0.609
O -0.686 1.055 0.710
N -1.647 3.489 0.944
C -1.846 4.764 0.274
C -2.746 3.013 1.777
N 0.187 3.059 -0.896
C 1.478 3.698 -1.108
C -0.405 2.455 -2.085
H 1.888 1.866 3.107
H 2.934 2.468 1.790
H 1.824 1.092 1.505
H -0.193 4.566 2.530
H 1.163 3.907 3.490
H 1.495 4.971 2.102
H -2.890 4.862 -0.051
H -1.599 5.606 0.936
H -1.198 4.811 -0.609
H -2.672 1.928 1.922
H -2.737 3.494 2.767
H -3.709 3.237 1.299
H 2.208 3.015 -1.571
H 1.350 4.570 -1.768
H 1.876 4.040 -0.147
H -1.495 2.382 -1.969
H 0.002 1.448 -2.281
H -0.198 3.094 -2.956
*
```